# 1
Here is a structure of composition C32H33IrN4O2Si at a distorted geometry from OMol25. Energies are from wB97M-V/def2-TZVPD.

Positions of all 73 atoms, in Å:
Ir 0.92 0.05 0.07
C 2.01 2.95 -3.15
O 2.75 1.68 -3.25
C 2.34 0.95 -2.26
N 1.33 1.35 -1.55
C 0.87 2.64 -2.15
C 0.66 3.76 -1.18
C 1.40 3.86 0.00
C 1.22 4.94 0.84
C 0.32 5.95 0.51
C -0.40 5.87 -0.68
C -0.23 4.78 -1.52
C 3.03 -0.35 -1.99
C 3.92 -1.04 -2.79
C 4.31 -2.31 -2.36
C 3.79 -2.87 -1.19
C 2.90 -2.11 -0.46
N 2.59 -0.89 -0.85
C 2.14 -2.47 0.76
N 1.21 -1.70 1.22
C 0.76 -2.29 2.52
C 1.61 -3.59 2.60
O 2.46 -3.56 1.41
C -0.71 -2.57 2.64
C -1.47 -3.01 1.56
C -2.81 -3.33 1.74
C -3.39 -3.21 3.00
C -2.63 -2.79 4.08
C -1.29 -2.47 3.90
H 1.67 3.23 -4.14
H 2.71 3.68 -2.76
H -0.06 2.41 -2.69
H 2.13 3.10 0.24
H 1.80 5.02 1.75
H 0.19 6.80 1.17
H -1.09 6.66 -0.95
H -0.80 4.72 -2.44
H 4.29 -0.61 -3.71
H 5.01 -2.87 -2.95
H 4.06 -3.87 -0.88
H 1.07 -1.61 3.31
H 1.00 -4.49 2.54
H 2.27 -3.63 3.46
H -1.03 -3.11 0.58
H -3.39 -3.67 0.90
H -4.43 -3.47 3.14
H -3.08 -2.71 5.06
H -0.70 -2.13 4.75
C -2.14 0.80 2.44
Si -1.73 1.05 0.67
C -2.42 2.59 -0.04
C 0.87 1.12 1.87
N -1.09 -0.11 -0.30
C -1.52 -0.98 -1.30
C -0.65 -1.57 -2.22
C -1.13 -2.45 -3.18
C -2.48 -2.73 -3.27
C -3.36 -2.13 -2.37
C -2.88 -1.28 -1.39
H -1.81 1.64 3.05
H -1.74 -0.14 2.83
H -3.23 0.76 2.52
H -2.40 3.41 0.69
H -3.47 2.40 -0.29
H -1.91 2.90 -0.94
H 0.41 2.11 1.86
H 1.94 1.24 2.05
H 0.43 0.55 2.68
H 0.41 -1.34 -2.21
H -0.44 -2.90 -3.88
H -2.85 -3.41 -4.03
H -4.42 -2.33 -2.43
H -3.57 -0.84 -0.68

Calculated values
Total energy (Ha): -2002.03136
HOMO level (eV): -13.0
E_LUMO (eV): -7.346
Total charge: +2
HOMO-LUMO gap (eV): 5.6

# 2
Here is a structure of composition C32H34BIrN6O at a distorted geometry from OMol25. Energies are from wB97M-V/def2-TZVPD.

Positions of all 75 atoms, in Å:
Ir -0.12 -0.15 0.24
C 0.08 3.95 -3.16
C 0.03 3.34 -1.79
C 0.00 3.94 -0.56
C -0.05 2.91 0.41
N -0.04 1.73 -0.26
N 0.01 2.00 -1.57
B 0.03 0.83 -2.61
N 1.29 -0.02 -2.23
N 1.48 -0.28 -0.94
C 2.70 -0.90 -0.82
C 3.24 -1.04 -2.13
C 2.34 -0.47 -2.98
C 2.39 -0.32 -4.47
C 3.30 -1.19 0.43
C 4.57 -1.85 0.44
C 5.23 -2.06 1.62
C 4.66 -1.62 2.82
C 3.40 -0.98 2.84
C 2.74 -0.78 1.67
N -1.22 0.00 -2.35
N -1.51 -0.25 -1.04
C -2.68 -0.85 -0.94
C -3.18 -1.02 -2.23
C -2.25 -0.45 -3.09
C -2.28 -0.33 -4.58
C -3.24 -1.09 0.41
C -2.68 -0.42 1.49
C -3.20 -0.56 2.77
C -4.30 -1.37 2.96
C -4.87 -2.04 1.89
C -4.34 -1.89 0.61
C -0.10 3.07 1.83
C -0.14 2.00 2.76
C -0.19 2.23 4.11
C -0.20 3.55 4.59
C -0.17 4.63 3.71
C -0.11 4.40 2.35
H 0.08 5.03 -3.07
H -0.78 3.65 -3.75
H 0.98 3.65 -3.69
H 0.01 5.00 -0.39
H 0.09 1.23 -3.73
H 4.19 -1.47 -2.40
H 3.33 -0.72 -4.84
H 2.32 0.72 -4.76
H 1.58 -0.87 -4.94
H 5.01 -2.19 -0.49
H 6.19 -2.56 1.62
H 5.20 -1.78 3.75
H 2.98 -0.65 3.78
H 1.79 -0.25 1.71
H -4.13 -1.45 -2.51
H -3.20 -0.77 -4.96
H -1.44 -0.86 -5.04
H -2.24 0.71 -4.90
H -1.85 0.30 1.34
H -2.77 0.00 3.60
H -4.73 -1.47 3.95
H -5.73 -2.68 2.04
H -4.79 -2.42 -0.22
H -0.13 0.97 2.40
H -0.22 1.41 4.81
H -0.25 3.73 5.66
H -0.18 5.64 4.09
H -0.09 5.24 1.68
C 0.04 -3.28 -1.25
C -0.35 -3.41 0.19
O -0.37 -2.09 0.88
H 0.19 -4.28 -1.67
H 0.98 -2.75 -1.36
H -0.73 -2.78 -1.85
H 0.33 -4.05 0.74
H -1.37 -3.80 0.28
H -0.61 -2.24 1.81

Calculated values
Total energy (Ha): -1771.83276
HOMO level (alpha / beta) (eV): -16.1 / -16.1
Multiplicity: 2
E_LUMO (alpha / beta) (eV): -9.934 / -12.448
Total charge: +3
HOMO-LUMO gap (alpha / beta) (eV): 6.2 / 3.7

# 3
Here is a structure of composition C32H34BrN3O2PbSi at a distorted geometry from OMol25. Energies are from wB97M-V/def2-TZVPD.

Positions of all 74 atoms, in Å:
Pb -2.26 -0.02 0.14
O 0.93 2.94 7.16
C 1.03 2.79 5.85
O 1.89 3.30 5.19
C 0.02 1.91 5.15
C -0.54 2.38 3.97
C -1.31 1.55 3.19
C -1.54 0.22 3.58
C -1.00 -0.24 4.79
C -0.23 0.60 5.56
N -2.17 -0.62 2.68
C -2.83 -1.66 3.00
C -3.32 -2.57 1.98
C -3.93 -3.77 2.34
C -4.40 -4.62 1.36
C -4.24 -4.25 0.03
C -3.62 -3.05 -0.25
N -3.15 -2.24 0.68
H 0.17 2.50 7.57
H -0.34 3.40 3.67
H -1.76 1.92 2.27
H -1.15 -1.27 5.08
H 0.24 0.21 6.46
H -3.06 -1.93 4.03
H -4.05 -4.01 3.39
H -4.89 -5.55 1.62
H -4.61 -4.87 -0.77
H -3.49 -2.72 -1.27
C -1.40 -0.60 -2.26
Si 0.17 0.22 -2.77
C 1.84 -0.41 -1.53
N 1.55 -0.30 -0.22
C 1.31 -1.47 0.58
C 2.65 -1.86 1.24
C 3.19 -0.69 2.06
C 3.27 0.58 1.23
C 1.91 0.85 0.55
C 0.28 2.08 -2.48
C -0.88 2.82 -2.23
C -0.83 4.19 -2.11
C 0.38 4.86 -2.22
C 1.55 4.14 -2.46
C 1.49 2.77 -2.59
C 0.91 -0.42 -4.41
C 1.31 -1.73 -4.62
C 1.64 -2.15 -5.90
C 1.57 -1.26 -6.96
C 1.20 0.05 -6.74
C 0.87 0.48 -5.47
H -1.45 -1.67 -2.43
H -2.28 -0.12 -2.69
H 2.60 0.28 -1.89
H 1.98 -1.42 -1.88
H 0.93 -2.29 -0.03
H 0.58 -1.23 1.36
H 3.36 -2.13 0.46
H 2.50 -2.73 1.88
H 4.19 -0.95 2.42
H 2.57 -0.52 2.93
H 4.05 0.50 0.46
H 3.52 1.43 1.87
H 1.96 1.73 -0.09
H 1.16 1.02 1.33
H -1.83 2.31 -2.16
H -1.74 4.75 -1.95
H 0.42 5.93 -2.12
H 2.49 4.65 -2.56
H 2.41 2.23 -2.81
H 1.36 -2.45 -3.81
H 1.94 -3.18 -6.07
H 1.81 -1.60 -7.96
H 1.15 0.75 -7.56
H 0.57 1.51 -5.31
Br -4.66 0.73 -0.50

Calculated values
Total energy (Ha): -4610.38054
HOMO level (alpha / beta) (eV): -14.1 / -13.8
E_LUMO (alpha / beta) (eV): -7.260 / -8.181
Total charge: +2
HOMO-LUMO gap (alpha / beta) (eV): 6.8 / 5.6

# 4
Here is a structure of composition C32H34Cl5N5O3S4Ti from OMol25. Energies are from wB97M-V/def2-TZVPD.

Positions of all 84 atoms, in Å:
Ti 1.15 -0.44 -0.43
C -0.36 3.67 2.08
C -1.87 3.46 2.14
S -2.44 2.06 1.14
C -3.53 1.18 2.28
C -2.92 0.73 3.60
S -1.43 -0.29 3.40
C -0.31 0.52 4.55
C 0.14 1.95 4.24
S 0.69 2.27 2.53
H -0.06 3.89 1.05
H -0.11 4.55 2.68
H -2.19 3.28 3.17
H -2.37 4.37 1.81
H -4.42 1.79 2.49
H -3.86 0.31 1.71
H -2.66 1.58 4.23
H -3.68 0.16 4.15
H -0.76 0.52 5.55
H 0.55 -0.14 4.59
H -0.65 2.67 4.47
H 0.97 2.18 4.91
Cl -1.87 -0.84 -0.36
C -1.17 -2.38 -0.78
C 0.21 -2.40 -0.92
C 0.75 -3.67 -1.16
Cl 2.47 -3.87 -1.26
C -0.04 -4.81 -1.30
Cl 0.68 -6.35 -1.63
C -1.42 -4.72 -1.17
Cl -2.41 -6.12 -1.35
C -2.00 -3.49 -0.89
Cl -3.71 -3.35 -0.69
C 0.95 1.76 -5.23
C -0.21 2.71 -4.96
C -0.42 3.03 -3.46
C -1.65 3.94 -3.31
C -1.88 4.41 -1.88
C 0.79 3.81 -2.99
O 1.12 4.87 -3.46
N 1.51 3.24 -1.96
C 1.23 2.02 -1.40
O 1.99 1.58 -0.51
N 0.19 1.26 -1.77
C -0.68 1.70 -2.73
O -1.66 1.05 -3.05
H 1.07 1.60 -6.30
H 0.77 0.78 -4.77
H 1.89 2.14 -4.84
H -1.15 2.28 -5.32
H -0.05 3.66 -5.47
H -2.51 3.38 -3.67
H -1.50 4.80 -3.97
H -2.00 3.57 -1.21
H -2.79 5.01 -1.82
H -1.05 5.03 -1.53
H 2.34 3.71 -1.64
N 1.60 -0.89 1.13
C 1.91 -1.24 2.41
C 2.89 -0.52 3.12
C 3.21 -0.87 4.43
C 2.56 -1.94 5.05
C 1.60 -2.66 4.34
C 1.28 -2.32 3.04
H 3.37 0.31 2.63
H 3.96 -0.31 4.96
H 2.81 -2.21 6.07
H 1.10 -3.49 4.82
H 0.53 -2.88 2.49
N 7.45 -0.69 -3.52
C 6.20 -0.49 -4.10
S 6.13 -0.09 -5.73
C 5.07 -0.60 -3.25
C 3.74 -0.55 -3.75
C 2.68 -0.67 -2.91
N 2.80 -0.82 -1.55
C 4.07 -0.87 -1.05
C 5.18 -0.77 -1.83
H 8.18 -0.77 -4.20
H 7.50 -1.35 -2.77
H 3.58 -0.43 -4.81
H 1.67 -0.67 -3.29
H 4.14 -0.98 0.02
H 6.14 -0.78 -1.33

Calculated values
Total energy (Ha): -6482.71819
HOMO level (alpha / beta) (eV): -3.2 / -5.3
Multiplicity: 2
E_LUMO (alpha / beta) (eV): 1.930 / 1.930
Total charge: -1
HOMO-LUMO gap (alpha / beta) (eV): 5.1 / 7.2

# 5
Here is a structure of composition C32H34Cl5NO3SiTa at a distorted geometry from OMol25. Energies are from wB97M-V/def2-TZVPD.

Positions of all 77 atoms, in Å:
Ta 9.81 13.09 12.27
Cl 16.09 12.64 16.01
C 14.71 12.51 15.01
C 13.37 12.66 15.39
C 12.41 12.70 14.34
Cl 10.72 13.33 14.69
C 12.65 12.29 13.07
O 11.70 12.46 12.06
C 13.90 11.76 12.77
Cl 14.19 10.94 11.34
C 14.90 11.98 13.71
H 13.07 13.06 16.37
H 15.91 11.73 13.47
Cl 11.10 15.44 12.47
C 11.27 15.56 10.67
C 12.07 16.56 10.08
C 12.34 16.49 8.69
C 11.82 15.40 7.99
C 11.05 14.40 8.55
Cl 10.47 13.12 7.56
C 10.81 14.42 9.95
N 9.86 13.63 10.49
H 12.40 17.43 10.71
H 12.91 17.21 8.11
H 12.08 15.29 6.98
C 6.59 7.86 11.97
C 6.77 9.30 12.57
C 5.98 10.27 11.64
C 6.36 9.36 14.08
Si 8.63 9.70 12.38
O 8.82 11.47 12.32
C 9.69 8.83 13.71
C 9.93 7.47 13.59
C 10.73 6.80 14.52
C 11.18 7.47 15.65
C 11.03 8.85 15.73
C 10.22 9.54 14.80
C 9.22 9.30 10.67
C 9.98 8.17 10.30
C 10.20 7.94 8.96
C 9.77 8.80 8.00
C 9.14 10.00 8.37
C 8.80 10.18 9.66
H 5.48 7.61 12.03
H 7.14 7.15 12.60
H 7.01 7.75 10.95
H 4.94 10.12 11.92
H 6.13 10.03 10.58
H 6.16 11.37 11.76
H 5.24 9.22 14.09
H 6.59 10.25 14.63
H 6.75 8.56 14.59
H 9.38 6.89 12.83
H 10.96 5.77 14.39
H 11.49 6.85 16.50
H 11.41 9.34 16.63
H 10.04 10.56 14.99
H 10.30 7.44 11.00
H 10.76 7.07 8.70
H 10.08 8.65 6.97
H 8.82 10.70 7.61
H 8.33 11.14 9.92
C 6.12 14.15 14.31
C 7.61 14.13 14.42
O 8.27 14.22 13.05
C 7.74 15.38 12.26
C 6.84 14.79 11.18
H 5.83 14.91 13.65
H 5.60 14.20 15.29
H 5.82 13.23 13.84
H 7.97 13.12 14.82
H 8.12 14.93 15.03
H 8.64 15.86 11.96
H 7.23 16.11 12.88
H 7.51 14.41 10.39
H 6.13 15.51 10.71
H 6.29 13.91 11.53

Calculated values
Total energy (Ha): -4167.60867
HOMO level (alpha / beta) (eV): -10.8 / -10.8
E_LUMO (alpha / beta) (eV): -3.043 / -3.043
Total charge: +1
HOMO-LUMO gap (alpha / beta) (eV): 7.8 / 7.8

# 6
Here is a structure of composition C32H34ClMoP at a distorted geometry from OMol25. Energies are from wB97M-V/def2-TZVPD.

Positions of all 69 atoms, in Å:
C -0.19 -0.41 -6.39
C 1.20 0.11 -6.41
C -0.43 -1.82 -6.73
C -1.32 0.54 -6.40
Cl -0.16 -0.65 -3.60
H -0.45 -1.99 -7.82
H -1.40 -2.15 -6.33
H 0.35 -2.46 -6.30
H 1.53 0.36 -7.43
H 1.89 -0.65 -6.02
H 1.29 1.01 -5.80
H -1.54 0.93 -7.40
H -1.11 1.40 -5.75
H -2.23 0.05 -6.03
C 1.15 -2.21 0.31
C 0.36 -3.25 -0.29
C 0.70 -3.30 -1.70
H -0.26 -3.97 0.23
C 1.71 -2.29 -1.93
C 1.98 -1.64 -0.69
H 2.73 -0.87 -0.53
H 1.18 -2.00 1.37
H 0.36 -4.04 -2.42
H 2.23 -2.13 -2.87
C -2.30 -0.34 -0.37
C -2.21 -1.67 0.16
C -2.43 -2.60 -0.91
H -2.07 -1.92 1.21
C -2.67 -1.85 -2.11
C -2.60 -0.45 -1.77
H -2.82 0.37 -2.45
H -2.21 0.58 0.19
H -2.49 -3.68 -0.82
H -2.97 -2.27 -3.06
Mo -0.60 -1.42 -1.39
C -0.37 5.20 3.89
C -0.73 5.05 2.54
C -0.57 3.82 1.90
C -0.07 2.72 2.62
C 0.31 2.87 3.96
C 0.14 4.10 4.60
P 0.10 1.10 1.77
C 1.88 0.81 2.14
C 2.74 1.45 1.23
C 4.12 1.36 1.38
C 4.66 0.63 2.45
C 3.81 0.02 3.38
C 2.42 0.13 3.24
C -0.87 0.07 2.96
C -0.48 -1.19 3.45
C -1.29 -1.86 4.37
C -2.51 -1.30 4.77
C -2.94 -0.09 4.22
C -2.13 0.58 3.31
H -0.50 6.16 4.39
H -1.12 5.90 1.99
H -0.83 3.70 0.85
H 0.72 2.03 4.52
H 0.42 4.20 5.65
H 2.32 2.03 0.40
H 4.78 1.85 0.66
H 5.74 0.55 2.56
H 4.22 -0.54 4.22
H 1.78 -0.31 4.00
H 0.47 -1.64 3.16
H -0.96 -2.81 4.77
H -3.13 -1.81 5.51
H -3.89 0.35 4.51
H -2.46 1.54 2.90

Calculated values
Total energy (Ha): -2108.92438
HOMO level (alpha / beta) (eV): -12.7 / -12.7
Multiplicity: 3
E_LUMO (alpha / beta) (eV): -7.818 / -7.810
Total charge: +2
HOMO-LUMO gap (alpha / beta) (eV): 4.9 / 4.9

> Which of these has the lowest total charge?

C32H34Cl5N5O3S4Ti

> What is the total charge in the first record?

+2

> The highest total energy belongs to which entry?

C32H34BIrN6O

> Look up the total energy of the sixth one.

-2108.92438 Ha